Entry 1:
Below is one molecule with the formula C4H6N4 in a non-equilibrium geometry, with properties calculated with ωB97M-V/def2-TZVPD.

```
14
Properties=species:S:1:pos:R:3:forces:R:3:nbo_charge:R:1
H 3.508021 0.102549 1.254370 0.016 0.279 0.201 0.4015
H -0.976494 0.494628 -1.993019 -0.110 0.163 0.083 0.2090
H 0.442480 -3.052974 0.753789 0.312 -0.059 -0.280 0.4024
H -0.854007 1.134252 1.001778 0.008 0.079 -0.161 0.1961
C -0.520495 1.297783 -0.032601 -0.769 0.248 0.091 -0.2310
N 0.862796 1.024687 -0.190439 0.196 0.178 -0.244 -0.5188
N -0.299257 -2.396990 0.887283 0.414 -0.467 0.986 -0.7299
N 2.726098 -0.173418 0.694880 0.649 -0.863 0.448 -0.7411
C 1.760827 0.493261 0.405151 -0.268 0.108 -0.700 0.6709
N -1.459243 -0.929793 -0.596111 -0.136 -0.106 -0.482 -0.5095
C -0.731823 -1.622121 0.069330 -0.631 -0.016 -0.036 0.6509
C -1.381655 0.441918 -0.976725 0.265 0.549 0.039 -0.2165
H -2.403052 0.834810 -0.983994 0.175 0.059 -0.063 0.2074
H -0.674195 2.351407 -0.293692 -0.121 -0.154 0.117 0.2088
```
Forces are in eV/Å.

Summary:
* SMILES: N=C=NCCN=C=N
* energy relative to the best compared isomer or geometry (same formula, charge and spin): 180.1 kJ/mol
* spin multiplicity: 1

Entry 2:
Below is one molecule with the formula C11H13NO2 in a non-equilibrium geometry, with properties calculated with ωB97M-V/def2-TZVPD.

```
27
Properties=species:S:1:pos:R:3:forces:R:3:nbo_charge:R:1
C -1.165005 0.587592 0.043380 2.706 -0.129 0.753 0.2889
H -3.968309 -2.103310 0.624033 -3.330 -0.115 -1.203 0.1936
H -4.125060 0.611556 -0.893638 3.061 2.144 -0.581 0.2152
H -2.443204 1.592991 -1.693319 -1.311 -0.450 -0.695 0.2080
C 0.092311 -1.424684 -0.380675 2.655 -3.761 -1.897 -0.1459
C 2.654102 -1.347947 -0.507366 3.525 -4.149 0.170 0.0691
N 3.851183 -0.851417 -0.298876 -3.000 -0.442 -0.785 -0.3794
O -2.306738 -1.469132 -0.220056 1.329 -1.336 -6.127 -0.5558
C 1.326045 0.552907 0.153596 0.401 0.952 0.022 0.0526
H -3.806300 2.539713 -0.712685 1.750 -2.815 -0.631 0.2049
H 2.798689 2.179541 0.795167 -0.626 -0.423 -1.806 0.2383
H -2.961860 -0.555187 1.296694 -1.809 -2.178 0.739 0.2008
C 3.787298 0.440056 0.349251 4.468 -1.647 2.712 -0.2725
C -3.213572 1.474600 -0.918582 -2.016 0.906 2.541 -0.2807
C -1.104515 -0.823198 -0.357537 -2.910 3.195 3.850 0.2095
C -3.106798 -1.629547 0.866292 4.230 3.122 2.800 -0.2417
H 2.728669 -2.542236 -0.685977 -0.583 2.830 -0.250 0.1854
C 0.082340 1.183683 0.411763 -0.652 -0.481 -1.654 -0.2571
H 2.798500 1.549009 -1.067314 -0.120 0.948 0.263 0.2296
C 1.377116 -0.794746 -0.197564 -2.644 1.534 -0.362 -0.1902
H -2.646749 -2.436854 1.408512 0.514 0.015 1.541 0.1685
H 4.867332 0.868523 0.377740 -1.835 -0.009 -0.967 0.2124
H 0.062913 -2.532899 -0.778922 0.192 2.047 1.241 0.2203
O -2.295202 1.328575 0.263740 -0.963 -0.510 -0.841 -0.5425
H 3.923471 0.013372 1.437205 -1.310 1.271 -1.082 0.2116
H 0.104486 2.229747 0.679634 -0.213 0.113 0.143 0.2200
C 2.688866 1.359297 0.005495 -1.507 -0.629 2.106 -0.4631
```
Forces are in eV/Å.

Summary:
* SMILES: COc1cc2c(cc1OC)CCN=C2
* energy relative to the best compared isomer or geometry (same formula, charge and spin): 608.4 kJ/mol
* spin multiplicity: 1

Entry 3:
Below is a 3-piece molecular cluster, C19H49BN3O6Si overall in a non-equilibrium geometry, with properties calculated with ωB97M-V/def2-TZVPD.

```
79
Properties=species:S:1:pos:R:3:forces:R:3:mulliken_charge:R:1
C -4.309837 6.863713 4.243651 -0.166 -0.088 -0.132 -0.7160
C 1.328500 1.803746 1.606925 -0.351 -0.390 0.536 -1.0349
H 5.026115 -2.744578 -4.410481 -0.091 -0.060 -0.207 0.1555
H 1.831637 -2.771595 -4.948945 -0.170 0.025 -0.153 0.1934
H -2.755139 5.471457 2.419477 -0.003 -0.006 0.037 0.0432
C -2.911043 3.928712 0.144307 0.348 -0.169 -0.159 -0.6353
H -1.545097 -1.581854 1.931886 0.145 0.208 -0.112 0.2323
C -1.054860 -1.440069 0.956166 0.098 -0.981 -1.370 -0.3004
C 2.930792 -1.474197 -2.800426 -0.124 -0.142 0.401 -0.5252
H -2.405023 3.272035 -0.568204 0.010 -0.019 0.031 0.4108
H -5.154871 4.329988 1.221522 0.056 0.083 0.012 0.3190
H -3.039629 8.268450 2.722521 0.042 -0.135 0.069 0.4075
H 3.954806 -1.489692 -5.108165 -0.055 -0.099 -0.012 0.2623
H 2.355383 -0.903794 3.202769 -0.140 0.152 0.090 0.2975
O 0.982358 -5.650206 -0.423233 0.148 0.456 0.719 -0.6384
O 3.316596 -4.485336 -6.218781 0.126 -0.333 0.053 -0.3418
H 2.024221 -5.803662 -5.228792 0.141 0.024 0.092 0.3978
C 1.496118 -0.422225 3.691346 -0.128 0.009 -0.199 -1.1724
C 1.730872 -3.775958 -4.516210 0.368 -0.239 0.113 -0.2874
C -1.243922 0.915176 3.057231 0.056 0.103 -0.018 -1.0897
H -5.146382 6.446728 4.803385 -0.022 0.005 -0.065 0.2392
H -3.686094 4.453722 -0.425727 -0.089 0.084 0.125 0.3693
C -0.901499 -2.874837 0.236914 1.000 0.591 0.331 -0.8695
Si 0.389835 0.288907 2.326237 0.571 -0.261 -1.215 0.5247
H -1.477450 -2.834498 -0.716622 0.004 0.147 0.274 0.1233
H 4.633630 -5.381950 -4.884602 -0.001 -0.173 0.042 0.2837
N 0.486729 -3.216337 -0.008016 -0.794 -2.151 0.618 -0.1983
H 1.466246 -2.829855 -1.991185 0.070 -0.086 0.239 0.2358
N 2.597133 -3.952774 -3.359821 0.037 0.152 -0.161 -0.1696
H 0.995205 -5.940118 2.233958 0.239 0.259 -0.106 0.1623
H 3.556674 -4.009168 -3.674753 0.014 0.003 -0.064 0.0735
C -3.196364 6.896076 1.047710 0.044 -0.166 0.384 -0.2105
C 2.493884 -2.873746 -2.368024 0.148 0.014 -0.308 -0.4523
C 1.148680 -4.857982 2.050229 -0.967 -0.374 0.370 -0.6177
H -1.988181 1.228660 2.302020 0.320 -0.312 0.255 0.2678
C 4.731864 -1.692235 -4.366774 0.204 0.085 0.345 -0.5024
H 0.427554 -4.425441 4.075302 0.012 0.409 -0.071 0.4257
H 0.301386 -3.026383 2.902322 0.148 -0.110 0.221 -0.1688
H -1.315858 5.346938 -0.117792 -0.053 0.025 -0.030 0.4141
C 0.217023 -4.108100 3.043467 0.026 -0.366 -0.337 -0.6736
H 3.976825 -6.453363 -6.158265 0.027 -0.038 0.074 0.3400
H 2.191519 -4.640533 2.335032 -0.141 0.009 -0.294 0.3738
H 1.866683 0.394768 4.331256 -0.110 -0.268 -0.082 0.3602
H -4.376164 8.583174 1.612321 0.019 0.026 0.005 0.3892
H -3.478482 6.154128 4.290491 0.098 0.082 0.109 0.3005
O 4.329887 -1.335279 -3.060632 -0.095 0.093 -0.305 -0.4474
H 2.722306 -0.807502 -1.960383 0.025 -0.047 0.020 0.2910
H 2.344373 -1.091428 -3.644895 0.113 -0.071 -0.144 0.3122
O -3.492404 3.067266 1.107199 -0.193 0.275 -0.103 -0.3346
H -1.119590 4.265289 1.249257 0.005 -0.052 -0.084 0.1899
H 5.181634 -5.215028 -6.559905 -0.039 0.043 -0.017 0.2313
H 5.613300 -1.097911 -4.619755 -0.018 0.034 0.019 0.2913
H 0.691980 -3.912900 -4.204542 -0.001 0.025 0.050 0.3661
H 1.904728 -5.644539 -0.667160 0.479 -0.313 -0.481 0.2139
C 2.058450 -4.779294 -5.609836 -0.355 0.434 -0.069 -0.7619
H -1.672588 0.151914 3.723338 -0.058 0.258 -0.204 0.3585
H 0.721772 2.697117 1.824196 0.304 -0.091 -0.194 0.1682
C -1.850310 4.874309 0.712031 -0.010 -0.061 0.253 -0.4492
H -1.406300 -3.658154 0.844995 -0.251 0.541 -0.010 0.2866
H 1.013662 -1.191577 4.307188 0.032 0.229 -0.078 0.3295
N -2.291368 5.916870 1.639778 -0.082 0.103 -0.220 -0.3132
H -0.840291 -4.351022 2.854975 0.264 -0.031 0.007 0.2562
H 1.302512 -4.692463 -6.396712 0.003 -0.029 -0.011 0.3875
H -5.239388 2.800519 2.112008 0.027 -0.025 -0.050 0.2988
H -2.638680 7.514722 0.338667 0.013 -0.019 -0.025 0.3729
H 3.116126 -3.167567 -1.520516 -0.116 0.081 0.104 0.3408
C -3.810908 7.790855 2.111968 -0.217 -0.006 -0.457 -0.7931
B 0.831439 -4.509909 0.490747 -0.159 1.557 -0.879 0.2832
H -1.029345 1.816511 3.659933 0.014 -0.329 -0.069 0.3516
C -4.580934 3.620902 1.823196 0.125 -0.346 0.131 -0.6283
H -4.237638 4.098989 2.744675 -0.126 0.164 -0.008 0.1751
H -4.019988 6.412048 0.508619 -0.086 0.157 -0.110 0.1884
H -1.657574 -0.785617 0.299622 -0.202 -0.231 0.441 0.3016
H -4.015297 7.808407 4.710460 0.067 -0.027 0.022 0.3381
O -4.741046 7.065574 2.909905 0.207 0.081 0.266 -0.3395
H 1.499930 1.711886 0.529622 -0.050 0.027 0.205 0.2471
C 4.319435 -5.438924 -5.930971 -0.029 0.246 -0.085 -0.7049
H 2.290385 1.895538 2.130765 -0.156 0.127 -0.241 0.3606
O 0.229361 -0.815493 1.048532 -0.550 1.216 1.877 -0.1668
```
Forces are in eV/Å.

Summary:
* spin multiplicity: 1
* charge: -1

Entry 4:
Below is C12H36BBeF4O6S6 as an isolated structure in a non-equilibrium geometry, with properties calculated with ωB97M-V/def2-TZVPD.

```
66
Properties=species:S:1:pos:R:3:forces:R:3:nbo_charge:R:1
H 15.309242 18.611294 6.568265 -0.087 -0.038 -0.019 0.2567
H 17.302509 20.327219 12.848241 -0.054 -0.330 -0.294 0.2546
H 9.679025 25.247344 12.252638 0.454 0.947 -0.458 0.2734
H 8.496975 19.642001 6.318959 -0.292 -0.344 0.831 0.2190
H 8.775578 18.780493 4.925764 0.405 -0.615 -0.134 0.2088
H 9.106770 24.965690 7.875921 0.388 0.216 -0.010 0.2573
F 11.789089 20.462643 9.988159 1.211 1.096 1.137 -0.5735
H 16.984447 21.583918 11.709078 -0.202 0.481 0.254 0.2450
H 7.092085 16.871860 3.982455 0.616 -0.186 0.448 0.2390
H 4.792002 22.784153 5.472938 -0.894 -0.092 0.395 0.2300
O 8.465626 15.969459 6.183939 -0.338 0.876 0.757 -0.9891
S 12.700471 14.929884 10.214907 0.482 -0.653 -0.810 1.2039
C 14.860026 18.991232 13.252445 -0.060 0.343 0.736 -0.8145
S 14.933459 20.809175 7.254076 0.174 -0.193 -1.305 1.3110
H 17.152135 20.597263 7.977644 0.224 -0.090 -0.152 0.2304
H 4.125446 21.092457 5.079199 -0.216 0.322 0.147 0.2498
O 11.736218 24.263717 10.291514 1.488 -2.017 -0.131 -1.1243
C 14.998118 19.073914 7.505763 -0.884 -1.056 -0.179 -0.8618
H 14.673835 19.575341 14.156088 0.236 0.532 -0.240 0.2447
C 6.682626 17.359154 4.864728 -0.626 0.708 0.938 -0.7964
H 13.965116 18.372616 13.203986 0.140 -0.073 -0.907 0.2708
H 13.952511 18.829306 7.712391 -0.128 -0.123 -0.374 0.2811
H 16.353450 21.576851 13.468719 -0.689 0.411 -0.406 0.2559
H 8.361750 25.297980 10.981210 0.162 0.251 -0.093 0.2618
H 8.827982 23.619816 8.956704 0.118 0.012 0.284 0.2531
H 14.036251 16.837854 10.351046 0.084 -0.199 0.154 0.2053
H 9.830403 18.455517 6.353763 -0.173 -0.248 0.129 0.2530
H 6.556854 18.423980 4.668417 -0.256 -0.034 -0.001 0.2150
F 11.310662 18.911266 8.251280 0.867 -0.098 0.853 -0.5569
C 8.817823 18.646735 6.008372 -0.580 0.223 -0.671 -0.8106
H 12.382661 17.294177 10.186693 -0.263 0.240 -0.914 0.2437
C 11.087111 14.759062 9.362606 0.423 -0.780 0.261 -0.8230
H 7.418990 21.764443 8.234499 -0.341 -0.385 0.143 0.2445
C 16.534054 21.041264 12.538147 0.397 -0.916 -0.080 -0.8260
C 4.944209 21.703147 5.451020 0.861 0.384 -0.043 -0.8306
Be 13.036790 22.495080 10.099063 -1.023 -2.298 -0.586 1.7214
F 9.705427 20.264247 9.025921 -0.216 0.306 0.809 -0.5623
F 11.411865 21.110362 7.857926 0.817 1.342 -0.242 -0.5828
O 13.935243 20.840691 11.589258 -0.338 1.733 -0.419 -1.0486
O 14.420828 21.311947 8.566812 -0.563 1.755 2.551 -1.0975
O 5.668689 19.665700 7.083335 -0.107 0.867 -0.098 -0.9680
H 5.714423 16.918768 5.100643 -0.043 0.048 -0.125 0.2288
H 11.059494 15.059803 8.316938 0.072 0.419 0.153 0.2531
H 5.760943 21.687719 4.725541 0.327 -0.856 0.296 0.2294
C 16.706331 21.137338 7.141138 -0.103 0.142 1.301 -0.8219
H 6.767789 23.119151 7.408160 -0.431 0.023 -0.250 0.2112
S 10.542211 25.144031 9.852255 -0.083 0.065 -0.266 1.2381
H 10.920844 13.680064 9.375923 0.175 -0.075 -0.003 0.2462
S 5.364254 21.128638 7.147168 1.031 -0.233 -0.966 1.2587
C 13.136963 16.634259 9.761716 0.781 -0.643 1.063 -0.8257
S 7.659687 17.228891 6.436989 1.314 -0.452 -2.062 1.2321
H 16.863865 22.196214 7.343645 -0.057 0.063 -0.385 0.2459
C 9.367787 24.979560 11.245266 0.264 -2.002 -0.479 -0.8015
H 9.392700 23.886463 11.301969 -0.578 -0.138 0.053 0.2450
H 15.742060 18.384360 13.456317 -0.007 -0.109 -0.306 0.2510
S 15.211182 20.031557 11.794455 -0.183 -0.252 0.682 1.2482
C 9.607554 24.248233 8.523546 -0.347 -0.245 0.975 -0.8021
H 15.532526 18.617209 8.339416 0.552 0.790 0.083 0.2486
H 13.496338 16.659432 8.734857 -0.888 0.292 -0.259 0.2353
H 17.132248 20.821887 6.191571 -0.247 0.022 -0.054 0.2629
H 10.294533 15.152864 9.997596 0.114 0.503 -0.197 0.2346
C 6.959063 22.050392 7.284784 0.403 0.373 1.005 -0.8582
H 10.265260 23.565757 7.985819 0.344 0.311 -0.013 0.2860
B 11.078435 20.162531 8.828051 -1.995 -0.816 -2.333 1.3312
O 13.715420 14.038477 9.523554 -1.023 0.953 0.518 -0.9746
H 7.794936 21.945893 6.591618 -0.605 -0.463 -0.690 0.2343
```
Forces are in eV/Å.

Summary:
* energy relative to the best compared isomer or geometry (same formula, charge and spin): 327.6 kJ/mol
* spin multiplicity: 1
* charge: +1

Entry 5:
Below is one molecule with the formula C4H3NOS2 in a non-equilibrium geometry, with properties calculated with ωB97M-V/def2-TZVPD.

```
11
Properties=species:S:1:pos:R:3:forces:R:3:nbo_charge:R:1
S -0.408337 -1.623755 -0.218766 -1.037 1.348 0.333 0.2686
O -2.995090 -1.719027 0.004806 1.018 1.778 0.224 -0.5399
H 1.051269 1.813227 -0.428523 -0.479 0.359 -0.114 0.1981
H 2.411898 -1.296950 0.521133 0.569 -0.879 0.110 0.2127
C 2.013911 -0.367591 0.222317 -2.000 2.348 0.038 -0.3558
H 2.648639 0.577729 0.325828 -0.912 -1.597 -0.368 0.2141
C -2.123120 -0.867688 0.008909 -0.141 -2.498 -0.496 0.2156
C 0.667660 -0.234309 -0.040240 1.798 0.445 -0.142 -0.2661
S -2.466636 0.863507 0.077810 1.309 -0.153 -0.102 0.5063
C 0.188550 1.158627 -0.286144 -1.373 -0.091 0.883 0.0948
N -0.988740 1.696226 -0.187131 1.248 -1.060 -0.366 -0.5484
```
Forces are in eV/Å.

Summary:
* SMILES: C=C1C=NSC(=O)S1
* energy relative to the best compared isomer or geometry (same formula, charge and spin): 137.4 kJ/mol
* spin multiplicity: 1

Entry 6:
Below is a 2-piece molecular cluster, C5H12O2 overall, with properties calculated with ωB97M-V/def2-TZVPD.

```
19
Properties=species:S:1:pos:R:3:forces:R:3:nbo_charge:R:1
C 1.897155 -2.921661 -0.394163 -0.273 0.388 0.185 0.0962
C -0.725049 1.953290 -0.005147 -0.028 0.026 0.022 -0.6425
H -0.058178 2.360704 0.763355 -0.084 -0.054 -0.110 0.2159
H 1.126045 1.335689 -1.934312 -0.017 -0.097 0.112 0.2183
H -1.119072 -1.379968 2.072985 -0.051 0.105 -0.096 0.2032
H -0.720678 2.632034 -0.864439 0.005 -0.106 0.135 0.2227
H -1.580484 0.336244 1.990136 0.033 -0.141 -0.086 0.1810
H -1.745709 1.928720 0.390011 0.170 0.010 -0.065 0.2137
H -2.147732 -0.801373 0.730370 0.118 0.031 0.077 0.1750
H 2.333796 -2.013934 0.129127 -0.009 -0.255 -0.117 0.0278
H -0.970787 0.145701 -1.152475 0.094 0.049 0.097 0.1697
H 1.444425 -0.341224 -1.459294 -0.044 0.160 0.037 0.2202
C -1.311400 -0.544564 1.396246 -0.158 -0.007 0.132 -0.2580
H 0.326826 -1.854430 -0.006819 0.119 -0.063 -0.014 0.5003
C 1.132873 0.639889 -1.090178 0.003 -0.005 -0.016 -0.6261
O 0.608219 -2.710167 -0.426921 0.185 -0.107 0.014 -0.6652
H 1.869682 0.985006 -0.357119 -0.101 -0.025 -0.102 0.2172
O -0.117806 -0.326880 0.663852 0.053 -0.079 -0.068 -0.5680
C -0.242121 0.576928 -0.445208 -0.014 0.171 -0.137 0.0987
```
Forces are in eV/Å.

Summary:
* energy relative to the best compared isomer or geometry (same formula, charge and spin): 377.4 kJ/mol
* spin multiplicity: 1

no.,calculated total energy (a.u.),Kohn-Sham gap (eV),LUMO energy (eV)
1,-374.9928,10.3,0.78
2,-631.9978,8.6,0.25
3,-1683.3598,4.3,2.23
4,-3758.1319,3.8,-5.84
5,-1080.5369,8.8,-0.35
6,-348.0611,9.0,0.79